Here is a cluster of 3 separate species, C29H60B2F4NO17PS in total from the OMol25 dataset. Energies are from ωB97M-V with the def2-TZVPD basis set.

Its LUMO energy is -0.009 eV. The calculation puts the molar mass at 855.446 g mol⁻¹. For the total energy, the calculation gives -99693.81341 eV.

```
! wB97M-V def2-TZVPD RIJCOSX def2/J DEFGRID3
* xyz 0 1
C 2.321 4.918 2.830
C 2.506 4.721 1.322
C 1.250 5.116 0.520
N 0.782 4.094 -0.431
C -0.263 3.276 0.103
O 0.078 2.746 1.316
O -1.439 4.157 0.210
S -2.613 3.937 1.294
O -2.039 4.218 2.601
O -2.671 2.324 1.289
C -2.974 1.658 0.028
B -4.032 2.468 -0.878
C -4.033 2.795 -2.407
O -5.138 2.817 -0.118
B -3.989 0.473 0.488
O -4.002 0.043 1.784
O -4.881 -0.069 -0.441
C -1.639 1.057 -0.530
C -1.240 0.004 0.554
C 0.124 -0.670 0.704
O 0.950 0.028 1.619
C 1.654 -0.797 2.502
C 2.713 0.044 3.190
F 3.678 -0.737 3.689
F 3.290 0.911 2.375
F 2.205 0.735 4.210
C -1.994 0.306 -1.840
O -1.283 -0.951 -1.911
C -1.769 -1.838 -2.800
C -1.245 -3.216 -2.559
O -2.549 -1.529 -3.673
C -0.578 2.141 -0.926
F -1.226 2.877 -1.961
C 0.665 1.573 -1.634
C 2.055 1.503 -0.963
P 3.400 2.273 -1.897
O 3.883 3.570 -1.397
O 4.547 1.162 -1.866
C 4.345 -0.058 -2.600
C 5.057 -1.183 -1.883
O 2.950 2.266 -3.433
C 2.588 3.516 -4.054
C 1.421 3.302 -5.008
H 1.730 5.806 3.063
H 3.281 4.999 3.342
H 1.808 4.062 3.276
H 2.701 3.668 1.144
H 3.370 5.286 0.980
H 0.467 5.400 1.231
H 1.470 6.014 -0.058
H 0.426 4.562 -1.256
H -0.158 3.345 2.039
H -3.399 3.668 -2.588
H -5.042 3.057 -2.732
H -3.672 2.006 -3.063
H -5.467 3.699 -0.315
H -4.890 -0.050 2.144
H -4.599 -0.929 -0.767
H -1.925 -0.838 0.423
H -1.463 0.409 1.540
H 0.646 -0.837 -0.238
H -0.067 -1.672 1.109
H 0.982 -1.158 3.287
H 2.162 -1.627 2.003
H -1.739 0.892 -2.718
H -3.056 0.096 -1.919
H -1.133 -3.726 -3.512
H -1.946 -3.773 -1.939
H -0.281 -3.184 -2.055
H 0.448 0.561 -1.972
H 0.771 2.138 -2.556
H 2.348 0.462 -0.825
H 2.102 1.952 0.022
H 3.281 -0.300 -2.670
H 4.717 0.085 -3.614
H 5.001 -2.082 -2.500
H 4.537 -1.413 -0.951
H 6.092 -0.932 -1.667
H 2.344 4.256 -3.294
H 3.459 3.885 -4.597
H 0.787 2.503 -4.622
H 1.774 2.968 -5.983
H 0.832 4.211 -5.112
C -0.301 -9.449 -2.755
O 0.990 -8.888 -2.901
C 1.061 -7.862 -3.875
C 1.084 -6.491 -3.243
O -0.140 -6.189 -2.589
C -0.077 -6.333 -1.183
H -0.275 -10.097 -1.882
H -1.061 -8.677 -2.606
H -0.568 -10.049 -3.632
H 0.222 -7.936 -4.574
H 1.987 -8.006 -4.441
H 1.233 -5.742 -4.027
H 1.921 -6.417 -2.541
H 0.536 -5.542 -0.735
H 0.329 -7.305 -0.895
H -1.093 -6.247 -0.801
C 0.032 -0.191 6.945
O -0.625 -1.186 6.183
C -2.002 -1.328 6.492
C -2.878 -0.646 5.466
O -2.726 0.760 5.489
C -1.877 1.246 4.459
H 1.023 -0.055 6.515
H -0.505 0.761 6.910
H 0.139 -0.505 7.988
H -2.217 -0.928 7.488
H -2.228 -2.399 6.500
H -3.927 -0.870 5.690
H -2.653 -1.041 4.469
H -2.352 1.143 3.481
H -0.920 0.716 4.457
H -1.696 2.302 4.647
*
```


Here is a cluster of 2 separate species, C3H11N3O in total in a non-equilibrium geometry from the OMol25 dataset. Energies are from ωB97M-V with the def2-TZVPD basis set.

Its LUMO energy (alpha / beta) is -3.555 / -7.550 eV. The calculation puts the molar mass at 105.141 g mol⁻¹. For the total energy, the calculation gives -9798.07944 eV. As for the expectation value of S²: 0.761.

```
! wB97M-V def2-TZVPD RIJCOSX def2/J DEFGRID3
* xyz 1 2
C -0.266 -0.283 2.691
C 0.497 -0.318 1.260
N -0.364 -0.804 0.168
C 0.006 -1.333 -1.051
N 1.409 -1.357 -1.428
N -0.725 -2.025 -1.805
H -0.774 -1.279 2.948
H 0.414 0.205 3.363
H -1.094 0.417 2.575
H 1.317 -1.037 1.310
H 0.866 0.603 0.886
H -1.331 -0.856 0.254
H 1.942 -0.600 -1.101
H 1.676 -1.559 -2.384
H -0.230 -2.916 -2.181
H -0.733 5.003 -2.190
H -1.720 4.046 -1.397
O -0.892 4.091 -1.917
*
```


Here is a structure of composition C24H15AlCl3F3GeN4O4S2 from the OMol25 dataset. Energies are from ωB97M-V with the def2-TZVPD basis set.

Its LUMO energy (alpha / beta) is -3.284 / -4.440 eV. The calculation puts the molar mass at 750.487 g mol⁻¹. For the total energy, the calculation gives -169789.22573 eV. As for the expectation value of S²: 0.754.

```
! wB97M-V def2-TZVPD RIJCOSX def2/J DEFGRID3
* xyz 1 2
Al 0.272 -0.530 -1.649
F 4.028 1.861 -4.007
C 3.106 2.777 -4.300
F 2.950 2.799 -5.634
F 3.600 3.979 -3.941
C 1.783 2.543 -3.609
C 0.865 3.576 -3.649
C -0.385 3.460 -3.047
C -0.666 2.287 -2.390
N 0.222 1.288 -2.347
C 1.430 1.350 -2.963
S 2.287 -0.150 -2.823
H 1.131 4.492 -4.163
H -1.110 4.259 -3.089
H -1.602 2.115 -1.872
N 2.225 -0.849 1.934
C 2.424 0.527 1.916
C 3.105 1.374 2.782
C 3.104 2.713 2.454
C 2.442 3.191 1.310
C 1.761 2.347 0.460
C 1.762 0.988 0.775
N 1.183 -0.104 0.131
C 1.495 -1.159 0.849
C 1.058 -2.466 0.382
C 0.970 -3.671 0.996
S 0.266 -4.806 -0.070
C 0.126 -3.620 -1.268
N 0.578 -2.445 -0.911
H 2.591 -1.499 2.608
H 3.612 1.006 3.664
H 3.625 3.414 3.092
H 2.471 4.250 1.094
H 1.256 2.725 -0.417
H 1.253 -3.938 2.001
H -0.298 -3.817 -2.243
O -2.695 -2.208 -1.240
C -2.176 -1.406 -0.422
O -1.349 -0.490 -0.783
C -2.502 -1.512 1.010
C -3.373 -2.504 1.444
C -3.675 -2.662 2.796
C -3.068 -1.787 3.666
O -3.199 -1.732 5.012
C -2.416 -0.617 5.457
O -1.743 -0.084 4.312
C -2.195 -0.793 3.237
C -1.890 -0.621 1.918
H -3.825 -3.159 0.711
H -4.354 -3.425 3.147
H -1.682 -0.964 6.181
H -3.077 0.140 5.877
H -1.228 0.163 1.576
Cl -3.377 -3.495 -4.030
Ge -2.956 -1.514 -3.327
Cl -3.478 -0.119 -4.955
Cl -0.662 -1.474 -3.641
*
```


Here is a cluster of 2 separate species, C5H12NO6PS in total from the OMol25 dataset. Energies are from ωB97M-V with the def2-TZVPD basis set.

Its LUMO energy is 0.369 eV. The calculation puts the molar mass at 245.193 g mol⁻¹. For the total energy, the calculation gives -39278.80973 eV. As for the SMILES: NP(O)COC(=O)S.COC(=O)OC.

```
! wB97M-V def2-TZVPD RIJCOSX def2/J DEFGRID3
* xyz 0 1
N -4.869 -0.104 0.007
P -3.692 0.069 -1.231
O -4.576 -0.160 -2.608
C -3.645 1.919 -1.307
O -2.326 2.422 -1.594
C -1.299 1.881 -0.915
O -1.168 1.959 0.272
S -0.025 1.129 -1.965
H -4.577 -0.882 0.590
H -5.775 -0.352 -0.382
H -4.313 -1.007 -2.997
H -4.008 2.307 -0.350
H -4.273 2.291 -2.122
H -0.425 -0.126 -1.730
C 1.744 0.223 1.224
O 2.423 -1.040 1.263
C 3.746 -0.950 1.362
O 4.386 0.067 1.421
O 4.249 -2.187 1.384
C 5.674 -2.238 1.490
H 0.686 -0.003 1.142
H 1.926 0.785 2.138
H 2.058 0.802 0.361
H 6.007 -1.767 2.412
H 6.139 -1.746 0.638
H 5.933 -3.292 1.497
*
```


Here is a cluster of 7 separate species, C22H54IN3O6PS6 in total in a non-equilibrium geometry from the OMol25 dataset. Energies are from ωB97M-V with the def2-TZVPD basis set.

Its LUMO energy is -2.688 eV. The calculation puts the molar mass at 806.969 g mol⁻¹. For the total energy, the calculation gives -122833.98095 eV.

```
! wB97M-V def2-TZVPD RIJCOSX def2/J DEFGRID3
* xyz 1 1
C -1.639 1.480 -0.243
C -2.663 0.348 -0.694
C -2.298 -0.101 -2.172
I -3.997 -0.130 -3.514
N -1.638 -1.434 -2.061
C -0.284 -1.538 -2.234
N 0.036 -2.856 -2.040
C 1.466 -3.262 -2.131
C 1.559 -4.770 -1.674
N 1.658 -5.137 -0.457
C -1.112 -3.582 -1.751
C -2.247 -2.674 -1.745
P -4.036 -3.028 -1.372
C -4.839 -4.083 -2.696
C -3.995 -3.930 0.297
H -0.600 1.083 -0.419
H -1.735 1.686 0.871
H -1.803 2.436 -0.823
H -2.508 -0.499 0.030
H -3.717 0.694 -0.576
H -1.545 0.592 -2.633
H 0.384 -0.682 -2.454
H 1.910 -3.072 -3.139
H 2.042 -2.651 -1.385
H 1.487 -5.532 -2.488
H 1.684 -4.282 0.126
H -1.101 -4.675 -1.547
H -5.498 -3.404 -3.301
H -5.532 -4.795 -2.166
H -4.136 -4.596 -3.395
H -2.916 -4.085 0.586
H -4.564 -4.888 0.296
H -4.389 -3.185 1.040
C -0.431 -5.275 -6.793
S -0.478 -5.049 -5.008
O 0.750 -5.681 -4.446
C -1.850 -6.180 -4.714
H 0.390 -4.681 -7.193
H -0.268 -6.327 -7.030
H -1.371 -4.932 -7.228
H -1.596 -7.175 -5.082
H -2.742 -5.808 -5.218
H -2.034 -6.227 -3.640
C 2.943 -2.466 2.661
S 2.999 -1.072 1.521
O 3.167 -1.629 0.138
C 4.607 -0.461 2.055
H 2.024 -3.024 2.479
H 3.803 -3.117 2.496
H 2.943 -2.095 3.687
H 5.362 -1.236 1.928
H 4.549 -0.158 3.101
H 4.869 0.402 1.444
C -0.097 4.708 3.696
S -0.633 3.002 3.890
O -0.401 2.309 2.583
C -2.392 3.368 3.999
H 0.986 4.715 3.569
H -0.568 5.148 2.815
H -0.362 5.279 4.591
H -2.718 3.892 3.098
H -2.579 3.980 4.881
H -2.933 2.426 4.088
C -0.705 6.405 -2.624
S -2.137 6.701 -1.569
O -1.724 7.669 -0.518
C -2.153 5.063 -0.814
H -0.485 7.322 -3.169
H 0.156 6.130 -2.013
H -0.935 5.609 -3.333
H -1.199 4.873 -0.317
H -2.334 4.309 -1.581
H -2.957 5.032 -0.080
C -3.139 7.731 6.924
S -1.677 7.113 6.074
O -1.714 5.622 6.155
C -0.490 7.688 7.301
H -4.018 7.448 6.346
H -3.202 7.293 7.920
H -3.087 8.818 6.993
H -0.721 7.252 8.274
H -0.526 8.777 7.358
H 0.505 7.374 6.990
C 8.052 -2.140 -2.109
S 6.630 -1.841 -1.042
O 7.055 -0.871 0.007
C 6.615 -3.479 -0.290
H 8.270 -1.223 -2.655
H 8.917 -2.418 -1.505
H 7.815 -2.936 -2.816
H 7.571 -3.672 0.198
H 6.426 -4.230 -1.058
H 5.816 -3.509 0.450
*
```